Density functional theory data (ωB97M-V/def2-TZVPD) for an isolated molecule of C3H7NO2 at a distorted geometry.

## Properties
- Molar mass: 89.09 Da
- Spin multiplicity: 1
- Orbital gap: 10.84 eV
- Energy above the lowest of the compared OMol25 structures with the same formula, charge and spin: 32.5 kcal/mol
- E_LUMO: 0.9 eV
- Structure (SMILES): COCC(N)=O
- Total energy: -323.7292 hartree

CARTESIAN COORDINATES (ANGSTROEM)
C: 1.94473 0.83695 -0.14838
O: 0.55266 0.73234 0.04662
C: 0.11389 -0.58749 -0.11726
C: -1.36523 -0.74276 0.07889
O: -1.89491 -1.84437 -0.02790
N: -2.19297 0.26688 0.37357
H: 2.23333 0.52485 -1.16432
H: 2.50038 0.21766 0.57320
H: 2.21750 1.88417 -0.00522
H: 0.58756 -1.27219 0.60230
H: 0.32737 -0.97060 -1.12657
H: -3.05040 -0.29260 0.40785
H: -1.97391 1.24717 0.50723

Here are the natural (NBO) charges for atoms 1 to 5, given in e: -0.25, -0.54, -0.16, 0.64, -0.65


Density functional theory data (ωB97M-V/def2-TZVPD) for an isolated molecule of C3H7NO2.

## Properties
- Molar mass: 89.09 Da
- Spin multiplicity: 1
- Orbital gap: 10.67 eV
- Energy above the lowest of the compared OMol25 structures with the same formula, charge and spin: 65.7 kcal/mol
- E_LUMO: 0.8 eV
- Structure (SMILES): C/C(CO)=N/O
- Total energy: -323.6763 hartree

CARTESIAN COORDINATES (ANGSTROEM)
C: -0.84377 1.51988 0.39885
C: -0.28247 0.17812 0.00799
N: -1.15114 -0.72708 -0.22166
O: -0.56943 -1.99257 -0.38584
C: 1.21620 -0.04668 0.10006
O: 1.76780 -0.90639 -0.86031
H: -1.79036 1.70897 -0.11329
H: -1.04928 1.51236 1.47630
H: -0.14838 2.33860 0.19489
H: -1.32531 -2.58302 -0.29039
H: 1.41984 -0.38881 1.13086
H: 1.72535 0.91463 -0.02407
H: 1.25855 -1.72819 -0.82292

Here are the natural (NBO) charges for atoms 1 to 5, given in e: -0.65, 0.21, -0.15, -0.61, -0.12


Density functional theory data (ωB97M-V/def2-TZVPD) for an isolated molecule of C3H7NO2.

## Properties
- Molar mass: 89.09 Da
- Spin multiplicity: 1
- Orbital gap: 10.36 eV
- Energy above the lowest of the compared OMol25 structures with the same formula, charge and spin: 18.3 kcal/mol
- E_LUMO: 0.7 eV
- Structure (SMILES): CNC(=O)CO
- Total energy: -323.7518 hartree

CARTESIAN COORDINATES (ANGSTROEM)
C: 2.01970 0.21872 -0.22159
N: 0.59716 0.00311 -0.35526
C: -0.24034 -0.01392 0.71254
O: 0.09235 0.21142 1.86458
C: -1.67909 -0.37965 0.34646
O: -1.99619 -0.11787 -1.00764
H: 2.36188 1.01463 -0.89138
H: 2.20778 0.51155 0.81267
H: 2.58568 -0.69436 -0.43914
H: 0.19905 -0.26503 -1.24345
H: -2.35441 0.12651 1.04619
H: -1.80018 -1.45788 0.49028
H: -1.99338 0.84275 -1.11426

Here are the natural (NBO) charges for atoms 1 to 5, given in e: -0.42, -0.62, 0.63, -0.63, -0.16


Density functional theory data (ωB97M-V/def2-TZVPD) for a cluster of 2 separate species, C3H7NO2 in total at a distorted geometry.

## Properties
- Molar mass: 89.09 Da
- Spin multiplicity: 1
- Orbital gap: 9.06 eV
- Energy above the lowest of the compared OMol25 structures with the same formula, charge and spin: 143.8 kcal/mol
- E_LUMO: 0.7 eV
- Structure (SMILES): [O-][NH+]1CC1.C=O
- Total energy: -323.5517 hartree

CARTESIAN COORDINATES (ANGSTROEM)
C: -0.97662 0.29732 -0.93055
C: -1.40598 0.72584 0.42890
C: 2.53630 -0.51905 0.19367
N: 0.01740 0.68828 0.08207
O: 2.67742 0.59840 -0.22771
O: 0.75055 1.72852 -0.00207
H: -1.02412 -0.74691 -1.20185
H: -1.08676 0.99324 -1.74780
H: -1.79948 1.72519 0.54359
H: -1.77188 -0.00156 1.13766
H: 2.73976 -0.79870 1.24404
H: 2.22661 -1.37438 -0.44169
H: 0.53715 -0.14129 0.47001

Here are the natural (NBO) charges for atoms 1 to 5, given in e: -0.28, -0.26, 0.14, -0.02, -0.42


Density functional theory data (ωB97M-V/def2-TZVPD) for an isolated molecule of C3H7NO2.

## Properties
- Molar mass: 89.09 Da
- Spin multiplicity: 1
- Orbital gap: 10.37 eV
- Energy above the lowest of the compared OMol25 structures with the same formula, charge and spin: 65.8 kcal/mol
- E_LUMO: 0.8 eV
- Total energy: -323.6760 hartree

CARTESIAN COORDINATES (ANGSTROEM)
O: -0.21941 -1.11506 0.85886
C: -1.08376 -0.67502 -0.14134
C: -0.55009 0.68399 -0.68109
N: 0.90374 0.54933 -0.63872
C: 1.30412 0.07090 0.56983
O: 0.91797 0.63392 1.68598
H: 0.06047 -0.12838 1.69997
H: -2.10631 -0.54374 0.23509
H: -1.11859 -1.41504 -0.95679
H: -0.83542 1.50497 -0.01930
H: -0.87822 0.91610 -1.69689
H: 1.28266 0.01476 -1.41236
H: 2.22277 -0.52480 0.56041

Here are the natural (NBO) charges for atoms 1 to 5, given in e: -0.73, -0.09, -0.27, -0.58, 0.58


Density functional theory data (ωB97M-V/def2-TZVPD) for an isolated molecule of C3H7NO2 at a distorted geometry.

## Properties
- Molar mass: 89.09 Da
- Spin multiplicity: 1
- Orbital gap: 10.92 eV
- Energy above the lowest of the compared OMol25 structures with the same formula, charge and spin: 56.0 kcal/mol
- E_LUMO: 0.9 eV
- Structure (SMILES): COC(=N)OC
- Total energy: -323.6917 hartree

CARTESIAN COORDINATES (ANGSTROEM)
C: 0.14509 0.05977 0.07599
C: 1.91870 -0.60696 1.27541
C: -1.91016 1.03841 -0.97483
N: 0.24416 -0.99990 -0.52840
O: 0.97099 0.36036 1.06566
O: -0.77958 1.07830 -0.06969
H: 1.40059 -1.54535 1.18077
H: 2.43866 -0.59921 2.29734
H: 2.80264 -0.55227 0.55211
H: -2.35440 2.01257 -0.91719
H: -2.70124 0.31779 -0.80238
H: -1.66332 0.79355 -2.06020
H: -0.51214 -1.35707 -1.09460

Here are the natural (NBO) charges for atoms 1 to 5, given in e: 0.82, -0.27, -0.26, -0.81, -0.48


Density functional theory data (ωB97M-V/def2-TZVPD) for a cluster of 2 separate species, C3H7NO2 in total at a distorted geometry.

## Properties
- Molar mass: 89.09 Da
- Spin multiplicity: 1
- Orbital gap: 7.40 eV
- Energy above the lowest of the compared OMol25 structures with the same formula, charge and spin: 85.8 kcal/mol
- E_LUMO: 0.4 eV
- Total energy: -323.6442 hartree

CARTESIAN COORDINATES (ANGSTROEM)
C: -2.80380 -0.46731 -0.15086
C: 1.07342 1.26759 -0.36501
C: 0.40607 0.44181 0.75540
N: 0.59453 -1.07675 0.28987
O: -2.94246 0.66736 -0.03750
O: -2.51716 -1.57133 -0.23639
H: 2.17801 1.35816 -0.43263
H: 0.59029 0.88857 -1.34946
H: 0.72352 2.32102 -0.45175
H: 1.18837 0.55057 1.60183
H: 1.42475 -1.53238 -0.20039
H: -0.08170 -1.28734 -0.45836
H: 0.16615 -1.55998 1.03525

Here are the natural (NBO) charges for atoms 1 to 5, given in e: 1.03, -0.68, -0.46, -0.75, -0.48


Density functional theory data (ωB97M-V/def2-TZVPD) for an isolated molecule of C3H7NO2 at a distorted geometry.

## Properties
- Molar mass: 89.09 Da
- Spin multiplicity: 1
- Orbital gap: 8.29 eV
- Energy above the lowest of the compared OMol25 structures with the same formula, charge and spin: 96.6 kcal/mol
- E_LUMO: 0.1 eV
- Total energy: -323.6271 hartree

CARTESIAN COORDINATES (ANGSTROEM)
C: 0.18247 -0.22918 0.42269
C: 1.53607 -0.74091 0.09252
C: -0.43310 0.78142 -0.50465
N: -1.82290 1.04948 -0.19097
O: -0.59107 -0.94172 1.22865
O: -0.01242 0.77511 -1.71532
H: -0.16675 -1.78238 1.47524
H: 0.22511 1.39555 0.41823
H: -2.09098 1.97121 -0.51569
H: -2.41924 0.35550 -0.63404
H: 2.03289 -1.18589 0.95978
H: 1.42653 -1.50446 -0.68684
H: 2.13337 0.05626 -0.34960

Here are the natural (NBO) charges for atoms 1 to 5, given in e: 0.50, -0.71, 0.31, -0.88, -0.62


Density functional theory data (ωB97M-V/def2-TZVPD) for an isolated molecule of C3H7NO2.

## Properties
- Molar mass: 89.09 Da
- Spin multiplicity: 1
- Orbital gap: 10.48 eV
- Energy above the lowest of the compared OMol25 structures with the same formula, charge and spin: 15.2 kcal/mol
- E_LUMO: 0.7 eV
- Structure (SMILES): C[C@@H](O)C(N)=O
- Total energy: -323.7568 hartree

CARTESIAN COORDINATES (ANGSTROEM)
C: -1.30374 0.10012 -0.57763
C: -0.29189 -0.11052 0.57033
O: 0.13284 -1.46248 0.64971
C: 0.88209 0.75034 0.12934
O: 1.01571 1.90784 0.48141
N: 1.61641 0.16016 -0.84854
H: -1.79273 1.07124 -0.46331
H: -2.05528 -0.69324 -0.61032
H: -0.76190 0.08906 -1.53302
H: -0.65250 0.26273 1.54280
H: -0.59425 -1.97510 1.02070
H: 1.53857 -0.83199 -0.99797
H: 2.19912 0.72114 -1.44365

Here are the natural (NBO) charges for atoms 1 to 5, given in e: -0.63, 0.00, -0.73, 0.66, -0.60


Density functional theory data (ωB97M-V/def2-TZVPD) for an isolated molecule of C3H7NO2 at a distorted geometry.

## Properties
- Molar mass: 89.09 Da
- Spin multiplicity: 1
- Orbital gap: 10.10 eV
- Energy above the lowest of the compared OMol25 structures with the same formula, charge and spin: 51.1 kcal/mol
- E_LUMO: 0.4 eV
- Structure (SMILES): C[C@H](N)C(=O)O
- Total energy: -323.6996 hartree

CARTESIAN COORDINATES (ANGSTROEM)
O: 1.74176 -0.33295 0.09143
C: 0.53559 -0.58039 0.14759
O: 0.25777 -1.71720 0.86299
C: -0.53477 0.28936 -0.54460
C: 0.05073 1.81766 -0.80942
N: -1.74013 0.46622 0.35089
H: 0.86814 -2.42714 0.31781
H: -0.82380 -0.31408 -1.49321
H: -0.70332 2.45648 -1.30546
H: 0.95020 1.65342 -1.26399
H: 0.12968 2.25416 0.26972
H: -2.57072 0.83088 -0.20175
H: -1.97489 -0.47586 0.82387

Here are the natural (NBO) charges for atoms 1 to 5, given in e: -0.58, 0.76, -0.71, -0.14, -0.59